[1]
This record from the OMol25 dataset describes 7 unconnected molecules or ions with the total composition C61H58BrNO30 in a non-equilibrium geometry. The level of theory is wB97M-V/def2-TZVPD.

Geometry as XYZ:
```
151
Properties=species:S:1:pos:R:3:mulliken_charge:R:1
C -3.77 2.96 -1.21 -0.91
C -3.21 1.57 -1.92 0.63
C -4.14 0.62 -2.89 -0.55
C -3.42 -0.71 -3.57 -1.01
C -1.82 -1.11 -3.31 0.59
C -1.27 -2.43 -4.10 0.39
C -1.50 -3.86 -3.31 -0.73
C 0.30 -2.27 -4.66 -0.92
C -0.91 -0.19 -2.30 0.41
O 0.50 -0.47 -2.00 -0.46
C 0.67 -1.63 -1.11 -0.62
C -0.41 -1.74 0.11 0.56
C -0.72 -0.70 1.13 0.32
O -0.02 0.59 1.11 -0.01
C 1.07 0.57 2.14 -0.15
C 1.32 2.14 2.61 -0.44
N 0.04 2.95 2.32 -0.07
C -0.30 3.86 3.48 -0.95
C -1.53 3.28 4.43 0.71
C -1.06 2.05 5.43 -0.43
O -2.62 2.85 3.54 -0.52
C -1.87 -1.04 2.30 0.18
O -1.94 -0.30 3.41 -0.49
C -2.98 -2.27 2.10 0.60
C -4.37 -2.42 2.96 -1.27
C -5.74 -2.07 2.12 0.56
C -6.53 -0.81 2.87 -0.95
O -6.66 -3.24 2.19 -0.55
C -2.68 -3.33 1.09 -0.29
Br -3.83 -4.90 0.62 -0.06
C -1.24 -3.18 0.28 0.12
O -0.73 -4.33 -0.22 -0.55
C -1.64 1.13 -1.63 -0.44
H -4.30 2.76 -0.18 0.21
H -2.80 3.62 -1.00 0.29
H -4.42 3.57 -1.98 0.30
H -5.26 0.94 -3.06 0.43
H -4.12 -1.37 -4.26 0.21
H -1.92 -2.51 -5.10 0.46
H -1.90 -4.69 -4.06 0.32
H -0.44 -4.19 -2.88 0.23
H -2.33 -3.77 -2.47 0.04
H 1.10 -2.34 -3.81 0.09
H 0.46 -3.18 -5.39 0.18
H 0.41 -1.29 -5.31 0.29
H 0.72 -2.66 -1.69 0.13
H 1.74 -1.50 -0.60 0.37
H 0.79 -0.05 3.09 0.13
H 2.02 0.09 1.61 0.06
H 2.20 2.55 1.93 0.20
H 1.59 2.14 3.75 0.06
H 0.22 3.54 1.45 0.27
H -0.71 4.87 3.01 0.38
H 0.63 4.10 4.17 0.26
H -1.87 4.19 5.12 -0.15
H -0.69 2.41 6.49 0.31
H -0.25 1.39 4.89 -0.08
H -2.01 1.37 5.62 0.14
H -3.35 2.39 4.06 0.32
H -4.37 -1.83 3.98 0.34
H -4.45 -3.57 3.26 0.38
H -5.45 -1.80 1.02 0.27
H -5.87 -0.27 3.69 0.19
H -6.75 -0.01 2.04 0.25
H -7.54 -1.19 3.37 0.30
H -7.55 -3.01 1.77 0.30
H -1.03 1.85 -0.93 -0.14
O 4.64 -4.37 -7.53 -0.61
C 3.63 -4.57 -8.20 0.97
C 3.61 -5.51 -9.34 -0.88
C 2.51 -5.69 -10.06 0.30
O 2.48 -6.57 -11.12 -0.56
C 1.25 -4.95 -9.75 0.85
O 0.25 -5.12 -10.44 -0.60
C 1.26 -4.02 -8.60 -0.72
C 2.37 -3.85 -7.88 0.16
O 2.39 -2.99 -6.80 -0.39
H 4.53 -6.04 -9.55 0.43
H 1.57 -6.52 -11.48 0.35
H 0.34 -3.51 -8.38 0.50
H 3.30 -3.03 -6.44 0.23
O -7.34 6.54 -6.78 -0.61
C -7.19 5.44 -6.25 0.89
C -6.00 4.61 -6.49 -0.81
C -5.87 3.41 -5.92 0.37
O -4.75 2.63 -6.13 -0.56
C -6.93 2.87 -5.03 0.97
O -6.80 1.76 -4.53 -0.63
C -8.12 3.70 -4.77 -0.94
C -8.24 4.90 -5.34 0.37
O -9.35 5.70 -5.10 -0.56
H -5.23 5.02 -7.14 0.43
H -4.90 1.81 -5.61 0.29
H -8.87 3.30 -4.11 0.43
H -9.20 6.51 -5.63 0.35
O -2.29 5.45 7.89 -0.60
C -2.99 4.70 8.56 0.88
C -2.73 4.45 9.98 -0.96
C -3.50 3.62 10.69 0.40
O -3.25 3.38 12.03 -0.56
C -4.65 2.91 10.05 0.91
O -5.33 2.14 10.72 -0.61
C -4.93 3.18 8.64 -0.73
C -4.16 4.02 7.94 0.34
O -4.41 4.28 6.60 -0.62
H -1.89 4.97 10.43 0.42
H -3.95 2.74 12.31 0.35
H -5.77 2.68 8.19 0.43
H -3.72 4.91 6.32 0.34
O 7.46 3.03 6.68 -0.61
C 6.55 2.38 6.17 0.81
C 5.73 1.44 6.95 -0.79
C 4.76 0.74 6.36 0.25
O 3.98 -0.14 7.09 -0.63
C 4.48 0.88 4.91 0.85
O 3.59 0.20 4.40 -0.48
C 5.28 1.83 4.14 -0.84
C 6.25 2.54 4.72 0.35
O 7.01 3.44 4.00 -0.58
H 5.95 1.35 8.01 0.44
H 3.35 -0.53 6.44 0.35
H 5.05 1.94 3.08 0.52
H 7.65 3.82 4.65 0.35
O 5.15 -1.11 -4.47 -0.60
C 5.82 -0.49 -5.29 0.99
C 6.29 -1.09 -6.55 -0.97
C 7.03 -0.39 -7.40 0.39
O 7.47 -0.94 -8.59 -0.57
C 7.43 1.02 -7.11 0.85
O 8.13 1.63 -7.91 -0.61
C 6.94 1.63 -5.87 -0.88
C 6.19 0.93 -5.01 0.36
O 5.73 1.50 -3.84 -0.56
H 6.00 -2.11 -6.74 0.51
H 7.99 -0.24 -9.03 0.35
H 7.22 2.66 -5.68 0.41
H 5.21 0.79 -3.39 0.33
O 5.36 -1.61 2.26 -0.55
C 5.51 -2.70 2.78 0.97
C 6.70 -3.53 2.55 -1.04
C 6.83 -4.73 3.12 0.35
O 7.95 -5.51 2.91 -0.57
C 5.77 -5.27 4.01 0.93
O 5.90 -6.39 4.51 -0.61
C 4.58 -4.44 4.27 -0.66
C 4.46 -3.24 3.70 0.31
O 3.35 -2.44 3.93 -0.45
H 7.46 -3.12 1.90 0.44
H 7.80 -6.33 3.43 0.35
H 3.83 -4.84 4.93 0.46
H 3.50 -1.63 3.41 0.10
```

As for the SMILES: Cc1ccc(C(C)C)c(OCC2=C(OCCNC[C@H](C)O)C(=O)C(C[C@H](C)O)=C(Br)C2=O)c1.O=C1C=C(O)C(=O)C=C1O.O=C1C=C(O)C(=O)C=C1O.O=C1C=C(O)C(=O)C=C1O.O=C1C=C(O)C(=O)C=C1O.O=C1C=C(O)C(=O)C=C1O.O=C1C=C(O)C(=O)C=C1O. For the energy, the calculation gives -197130.40056 eV. The LUMO energy comes out at -2.0 eV. Its charge is 0. The value obtained for the frontier orbital gap is 6.07 eV.

***

[2]
This record from the OMol25 dataset describes a molecular structure, C42H75Cl15F3NO8P2 in a non-equilibrium geometry. The level of theory is wB97M-V/def2-TZVPD.

Geometry as XYZ:
```
146
Properties=species:S:1:pos:R:3:mulliken_charge:R:1
C -1.61 4.17 4.46 -0.24
C -1.43 2.69 4.43 -0.13
C -0.88 1.81 5.71 0.59
O -0.10 2.43 6.60 -0.59
O -1.16 0.36 5.93 -0.35
C -0.80 -0.39 4.70 0.35
C -0.71 -2.03 4.99 -0.64
C -1.80 -2.90 4.12 -0.03
C -1.22 -4.29 3.47 -0.56
C 0.10 -3.95 2.56 -0.41
C 0.03 -4.59 1.02 -1.14
C -0.67 -3.54 -0.06 0.43
O -1.92 -3.07 0.57 -0.05
C -2.41 -1.84 -0.07 0.30
C -3.91 -2.21 -0.68 -0.74
C -4.94 -2.69 0.51 0.30
O -6.15 -1.81 0.38 -0.58
C -5.30 -4.29 0.44 0.77
F -5.50 -4.75 1.85 -0.28
F -4.23 -5.14 -0.13 -0.18
F -6.61 -4.40 -0.29 -0.28
P -2.56 -0.34 1.15 0.37
O -3.74 0.70 0.37 -0.49
Cl -0.70 0.71 1.17 -0.26
C -0.92 -4.25 -1.55 -0.37
O -0.99 -3.28 -2.66 -0.07
C 0.32 -3.05 -3.29 -0.42
C 0.10 -1.73 -4.29 0.18
C -1.46 -1.50 -4.73 -0.53
C -2.15 -0.40 -3.72 0.63
C -3.01 0.71 -4.62 -0.59
N -3.36 1.96 -3.84 0.42
C -4.69 2.72 -4.03 -0.47
C -4.78 4.08 -3.08 -0.53
C -3.37 4.12 -2.23 -0.58
C -2.59 2.76 -2.80 -0.07
O 1.40 -2.64 -2.36 0.40
C 2.70 -3.20 -2.75 -0.31
C 3.87 -2.18 -2.19 -0.41
C 3.67 -1.67 -0.65 0.58
C 3.81 -0.01 -0.64 -0.90
P 0.25 -5.73 -1.83 0.59
O -0.43 -7.00 -1.10 -0.83
H -2.68 4.59 4.63 0.26
H -0.67 4.86 4.27 -0.01
H -1.71 2.11 3.45 0.13
H 0.24 0.00 4.28 0.21
H -1.60 -0.12 3.89 -0.21
H 0.41 -2.33 4.82 0.25
H -0.96 -2.18 6.12 0.37
H -2.67 -3.22 4.88 0.35
H -2.31 -2.29 3.26 -0.27
H -1.02 -5.14 4.27 0.40
H -2.04 -4.74 2.73 0.19
H 1.03 -4.48 3.08 0.30
H 0.38 -2.80 2.52 0.17
H 1.17 -4.83 0.76 0.25
H -0.54 -5.61 1.11 0.33
H 0.05 -2.61 -0.12 0.15
H -1.68 -1.45 -0.94 -0.33
H -4.30 -1.26 -1.28 0.63
H -3.72 -3.04 -1.51 0.23
H -4.46 -2.47 1.56 -0.01
H -6.33 -1.73 -0.62 0.41
H -4.38 1.08 1.04 0.28
H -2.02 -4.72 -1.47 0.29
H 0.66 -3.92 -4.04 0.26
H 0.70 -1.95 -5.30 -0.19
H 0.58 -0.76 -3.84 -0.29
H -2.09 -2.48 -4.88 0.31
H -1.43 -0.97 -5.80 0.34
H -2.80 -0.89 -2.87 -0.67
H -1.27 0.24 -3.23 0.05
H -3.99 0.19 -4.99 0.24
H -2.39 1.04 -5.59 0.23
H -5.58 2.42 -4.76 0.43
H -5.63 4.88 -2.99 0.29
H -2.97 4.89 -1.43 0.30
H -1.50 2.44 -2.43 0.20
H 2.93 -4.26 -2.30 0.11
H 2.85 -3.29 -3.92 0.23
H 4.91 -2.77 -2.21 0.31
H 3.91 -1.27 -2.92 0.01
H 4.48 -2.11 0.11 0.01
H 2.63 -1.92 -0.17 -0.25
H 2.95 0.51 -1.29 0.16
H 4.86 0.22 -1.11 0.28
H 3.68 0.44 0.45 0.17
H 0.29 -6.07 -3.23 0.18
H 1.56 -5.59 -1.25 0.00
Cl -4.87 3.48 -6.12 -0.12
C -4.51 3.52 -7.86 -0.51
C -5.46 4.43 -8.63 -0.44
Cl -7.11 3.76 -8.69 -0.19
H -4.53 2.50 -8.24 0.30
H -3.48 3.90 -7.96 0.31
H -5.12 4.53 -9.66 0.33
H -5.51 5.42 -8.18 0.31
Cl 6.25 0.85 1.22 -0.10
C 6.51 2.40 2.05 -0.54
C 5.21 3.00 2.57 -0.48
Cl 4.14 3.54 1.25 -0.19
H 7.01 3.08 1.35 0.39
H 7.19 2.21 2.88 0.30
H 5.42 3.88 3.18 0.38
H 4.65 2.29 3.18 0.26
Cl 6.07 -0.60 4.54 -0.12
C 6.84 -2.19 4.76 -0.52
C 7.12 -2.88 3.43 -0.47
Cl 5.62 -3.39 2.61 -0.14
H 6.20 -2.79 5.40 0.34
H 7.78 -2.01 5.29 0.29
H 7.71 -3.79 3.60 0.33
H 7.68 -2.23 2.75 0.29
Cl 4.61 -10.23 -1.57 -0.19
C 3.38 -9.52 -0.50 -0.41
C 2.04 -9.34 -1.20 -0.41
Cl 2.11 -8.07 -2.46 -0.18
H 3.77 -8.57 -0.12 0.29
H 3.27 -10.20 0.35 0.31
H 1.28 -9.02 -0.48 0.23
H 1.71 -10.27 -1.67 0.39
Cl 0.51 6.46 3.54 -0.21
C 0.77 8.02 4.37 -0.47
C -0.53 8.61 4.88 0.38
Cl -1.60 9.15 3.56 -0.20
H 1.27 8.69 3.67 0.36
H 1.45 7.82 5.20 0.29
H -0.32 9.49 5.50 -0.46
H -1.09 7.90 5.50 0.33
Cl 2.65 0.12 -4.90 -0.05
C 3.72 0.09 -6.32 -0.64
C 2.97 -0.25 -7.60 -0.45
Cl 2.41 -1.93 -7.63 -0.20
H 4.53 -0.63 -6.13 0.32
H 4.17 1.09 -6.40 0.36
H 3.64 -0.12 -8.46 0.37
H 2.11 0.41 -7.75 0.30
Cl 0.67 11.23 7.08 -0.22
C -0.82 12.19 6.88 -0.46
C -1.09 13.09 8.07 -0.45
Cl -1.53 12.16 9.53 -0.18
H -1.65 11.49 6.70 0.34
H -0.68 12.79 5.98 0.33
H -1.93 13.75 7.85 0.32
H -0.22 13.71 8.31 0.31
```

For the energy, the calculation gives -277184.07610 eV. The LUMO energy comes out at -1.2 eV. Its charge is 0. The value obtained for the frontier orbital gap is 5.84 eV.